No. 1
19
Properties=species:S:1:pos:R:3:forces:R:3 method="wB97M-V/def2-TZVPD" smiles=C[C@H](O)C[C@@H](C)O de_lowest_kj_mol=273.1 spin_multiplicity=1 gap_ev=9.5 e_lumo_ev=0.81 e_homo_ev=-8.6485
C -2.293 -0.778 0.742 0.04 -0.22 -0.15
C -1.321 0.217 0.149 2.51 -1.05 0.48
O -1.233 0.122 -1.288 -0.35 0.02 0.05
C 0.403 -0.157 0.640 -6.81 0.64 0.86
C 1.247 0.937 0.179 4.54 -3.36 -1.09
C 2.452 -0.174 -0.560 -0.17 2.89 0.40
O 0.808 1.895 -0.686 -1.11 -0.31 -1.24
H -1.960 -1.808 0.571 0.08 0.09 0.09
H -2.393 -0.621 1.820 0.01 -0.03 -0.16
H -3.291 -0.699 0.285 0.17 0.18 0.11
H -1.628 1.237 0.400 0.39 -0.11 -0.04
H -1.781 -0.589 -1.657 0.21 0.31 0.44
H 0.415 -1.172 0.250 0.58 0.25 -0.40
H 0.392 -0.218 1.727 0.03 -0.11 0.14
H 1.818 1.406 0.983 -0.40 0.15 -0.12
H 2.154 -0.244 -1.607 0.03 -0.01 0.00
H 3.398 0.363 -0.462 0.13 -0.10 -0.46
H 2.618 -1.172 -0.152 -0.58 0.20 0.38
H 0.195 1.455 -1.335 0.69 0.56 0.70

***

No. 2
20
Properties=species:S:1:pos:R:3:forces:R:3 method="wB97M-V/def2-TZVPD" charge=-1 de_lowest_kj_mol=50.3 spin_multiplicity=1 gap_ev=7.7 e_lumo_ev=3.24 e_homo_ev=-4.5049
C -0.847 -1.091 1.030 0.59 2.51 -2.99
C -0.442 0.185 -1.185 0.19 2.26 1.15
C -1.636 -1.830 -1.302 -3.13 -0.13 -0.64
C 2.323 1.693 1.598 -0.71 0.00 -3.21
C -0.962 -0.917 -0.323 0.63 -0.67 1.07
O 2.279 2.685 -0.942 -1.17 0.02 0.38
O 2.204 4.440 0.921 -0.69 0.33 0.54
P 1.755 3.114 0.414 0.43 -1.94 0.14
H -0.360 -0.315 1.643 -0.17 -0.57 -0.39
H -1.371 -1.853 1.494 -0.77 -1.56 0.95
H 0.224 2.817 0.623 1.59 0.82 -0.60
H -0.049 -0.229 -2.121 0.20 0.28 0.33
H 0.346 0.844 -0.672 -1.37 -0.64 -1.01
H -1.416 0.758 -1.479 1.85 -0.43 0.39
H -1.286 -2.855 -1.362 0.38 -0.05 -0.01
H -2.772 -1.928 -1.110 1.55 0.10 0.01
H -1.613 -1.321 -2.316 0.05 -1.13 1.07
H 2.965 2.173 2.298 0.61 -0.15 0.75
H 1.404 1.243 2.004 0.55 0.01 0.19
H 2.823 1.003 0.805 -0.61 0.95 1.88

***

No. 3
20
Properties=species:S:1:pos:R:3:forces:R:3 method="wB97M-V/def2-TZVPD" smiles="C=CCCC=O.O.O" de_lowest_kj_mol=213.9 spin_multiplicity=1 gap_ev=10.5 e_lumo_ev=0.58 e_homo_ev=-9.8839
C -0.054 -2.637 -0.196 0.57 -0.55 0.70
C 0.294 -1.364 -0.247 -1.52 1.24 0.28
C -0.402 -0.338 0.679 1.24 -1.21 0.01
C -0.546 1.002 0.001 -0.81 1.81 0.17
C -0.643 2.153 1.034 -0.52 -1.70 -0.95
O 0.316 2.618 1.575 0.00 0.50 0.31
H 0.377 -3.473 -0.732 0.07 0.35 -0.49
H -0.689 -2.959 0.627 -0.17 0.09 -0.13
H 0.848 -0.829 -1.007 0.63 -0.76 -0.17
H 0.199 -0.230 1.588 0.18 0.06 -0.10
H -1.330 -0.785 1.022 -0.34 0.31 -0.09
H -1.455 1.056 -0.607 -0.08 -0.16 0.05
H 0.252 1.309 -0.675 0.45 -0.53 0.15
H -1.689 2.417 1.263 0.07 0.56 0.32
O -0.971 -1.095 -3.317 0.02 0.87 -0.33
H -1.313 -0.673 -2.522 -0.05 -0.33 0.30
H -0.851 -0.319 -3.891 0.04 -0.55 -0.03
O 2.633 1.019 1.880 1.24 -0.25 -0.03
H 1.757 1.388 1.810 -0.29 0.69 -0.10
H 3.268 1.741 1.718 -0.71 -0.44 0.12

***

No. 4
20
Properties=species:S:1:pos:R:3:forces:R:3 method="wB97M-V/def2-TZVPD" smiles="CC(C)CC(=O)O.O" de_lowest_kj_mol=68.6 spin_multiplicity=1 gap_ev=11.3 e_lumo_ev=0.57 e_homo_ev=-10.7750
C -0.246 1.669 0.047 -0.73 0.07 0.58
C -1.231 0.482 -0.225 0.68 1.57 0.43
C -2.292 0.396 0.878 0.71 -0.65 0.74
C -0.393 -0.756 -0.522 0.02 -0.67 -0.44
C 0.548 -1.137 0.589 -0.15 -0.06 1.09
O 1.719 -1.394 0.589 0.22 0.14 -0.70
O -0.170 -1.206 1.737 -2.12 0.71 -2.13
H -0.660 2.323 0.818 -0.22 0.12 -0.20
H 0.700 1.367 0.487 0.30 -0.16 -0.37
H -0.130 2.269 -0.853 0.48 -0.04 0.00
H -1.750 0.853 -1.107 -0.06 -0.79 -0.35
H -3.148 1.003 0.604 -0.30 -0.26 0.12
H -2.494 -0.639 1.144 -0.81 -0.14 -0.63
H -1.931 0.710 1.862 0.21 0.56 -0.30
H 0.162 -0.653 -1.451 0.22 0.23 0.06
H -0.980 -1.668 -0.662 -0.40 0.10 -0.01
H 0.323 -1.400 2.485 2.02 -0.71 2.02
O 4.427 -0.717 -2.249 -1.62 -0.05 0.32
H 3.944 -1.025 -1.465 0.89 -0.23 0.47
H 3.603 -0.476 -2.705 0.68 0.27 -0.72

***

No. 5
21
Properties=species:S:1:pos:R:3:forces:R:3 method="wB97M-V/def2-TZVPD" charge=+2 de_lowest_kj_mol=86.4 spin_multiplicity=7 gap_ev="6.8 / 7.0" s_squared=12.01 e_lumo_ev="-9.48 / -12.16" e_homo_ev="-16.2780 / -19.2063"
H 2.582 -1.824 0.853 0.68 0.56 -0.15
C -2.368 -3.120 6.148 -1.17 1.74 1.09
O -1.981 -4.317 5.551 0.52 -0.15 -0.18
C -2.435 -1.984 5.133 -1.04 0.35 0.56
O -1.215 -2.020 4.359 -0.24 0.52 0.67
C -1.098 -0.964 3.410 0.21 1.52 -1.27
C 0.010 -1.300 2.434 0.50 1.09 0.49
O -0.158 -2.642 2.060 -1.14 -1.42 1.37
C 0.873 -3.128 1.230 -0.49 -3.88 -1.70
Ru -0.778 -3.959 4.147 1.19 -1.50 -2.08
H -1.666 -2.825 6.953 -0.05 -0.54 -0.19
H -3.369 -3.193 6.611 0.39 -0.30 -0.09
H -2.510 -1.002 5.622 -0.03 -0.32 -0.04
H -3.282 -2.115 4.441 0.25 0.08 0.13
H -0.851 -0.035 3.942 -0.14 -0.24 -0.04
H -2.057 -0.833 2.885 0.16 -0.23 0.27
H 1.003 -1.161 2.901 -0.29 -0.02 -0.16
H -0.052 -0.633 1.556 -0.02 -0.23 0.30
H 0.607 -4.221 0.858 0.04 1.95 0.96
H 0.844 -2.601 0.261 0.70 0.21 0.72
H 1.786 -3.309 1.820 -0.03 0.82 -0.65

***

No. 6
24
Properties=species:S:1:pos:R:3:forces:R:3 method="wB97M-V/def2-TZVPD" smiles=OC[C@@H](O)CO[C@H](O)C(S)(S)S de_lowest_kj_mol=128.9 spin_multiplicity=1 gap_ev=9.0 e_lumo_ev=0.22 e_homo_ev=-8.8235
O 3.162 1.407 1.097 0.05 -1.63 -0.06
C 2.606 0.292 0.385 1.48 0.26 -1.60
C 1.100 0.445 0.005 1.53 -1.10 0.35
O 0.804 1.520 -0.828 1.00 1.97 -1.21
C 0.636 -0.799 -0.639 0.05 -3.55 -1.23
O -0.660 -1.339 -0.258 0.62 1.61 -1.36
C -1.775 -0.642 -0.886 0.25 -1.83 -1.00
O -1.486 0.216 -1.915 0.23 0.04 -0.07
C -2.676 -0.201 0.238 -1.04 2.61 0.19
S -1.972 -0.836 1.725 1.15 -1.15 0.65
S -4.482 -0.652 -0.044 1.96 -1.40 -0.21
S -2.586 1.722 0.207 -3.55 -1.07 1.29
H 2.423 1.963 1.032 -1.16 2.23 0.43
H 3.272 0.257 -0.542 -1.13 -0.44 0.57
H 2.798 -0.636 0.929 -0.32 0.15 0.11
H 0.541 0.456 0.923 -0.44 1.00 0.64
H 1.438 1.597 -1.613 -1.17 -0.49 1.79
H 1.325 -1.658 -0.353 -0.74 0.96 -0.62
H 0.583 -0.665 -1.750 0.55 -0.24 0.87
H -2.319 -1.341 -1.477 -0.37 -1.45 0.14
H -1.195 1.070 -1.608 0.41 0.77 0.28
H -2.814 -0.381 2.606 -1.18 0.66 0.45
H -4.083 -2.000 -0.200 -0.83 1.35 0.25
H -4.026 1.678 0.603 2.67 0.74 -0.65